Here is a molecular structure, C31H47BiNO4P2 at a distorted geometry from the OMol25 dataset. Energies are from wB97M-V/def2-TZVPD.

```
86
Properties=species:S:1:pos:R:3:mulliken_charge:R:1
C -1.4521 -3.3615 0.7184 1.209
C -1.5494 3.4207 -2.7066 -0.582
P 4.4011 -0.3810 -2.7787 0.435
C -2.2866 -1.7314 -0.6199 1.625
H -1.6035 2.8294 1.8893 0.663
H 2.8221 1.2506 -3.7513 0.069
C -0.2944 1.8317 -1.1183 2.794
C -1.9587 -0.2648 3.7527 -0.248
H -3.3158 1.5122 0.5846 0.582
H -3.7760 0.3978 4.7721 0.482
H -4.1730 2.4047 -1.3867 0.244
C -0.2980 -4.6893 -1.0760 -1.589
O -0.2819 -0.4891 1.5043 0.076
H -1.9433 0.6116 3.0970 0.403
H -1.9387 -3.1754 6.3688 0.496
H -0.0952 -3.9651 2.2269 0.224
H 0.4303 2.3835 0.8678 -0.037
H -0.0337 -2.8819 4.7916 0.500
H -1.9403 4.5831 -1.0007 0.250
H 0.2507 2.3373 -3.1492 0.292
H 4.3452 1.1897 -4.6971 0.369
H 0.4180 -5.2272 -0.4405 0.406
O -2.9784 -1.7593 7.9534 -0.560
H 2.9269 4.1616 -0.2357 0.389
C -3.7273 -2.3068 1.4169 -1.677
C -0.0211 -1.2624 2.4821 0.277
H -3.8571 -0.3248 -0.4207 0.476
H -1.6486 -1.7074 -3.4040 0.377
C -0.5431 2.5696 -2.4149 -0.247
H 0.6465 1.2469 -1.1211 -0.608
H -3.9327 -3.1871 2.0343 0.393
H 0.0407 3.7746 -0.1540 0.543
C 3.6107 0.5956 -4.1373 -0.999
C -1.2258 -2.2653 -1.3399 0.079
H -3.1776 4.7641 -2.3019 0.469
P 3.3595 1.8507 -0.9480 0.920
N -3.3171 -0.9739 7.0375 0.922
H 0.0868 -4.6233 -2.1005 0.367
H 6.3409 -1.8104 -3.2787 0.366
C -1.0883 -4.2409 1.8286 -2.226
C -0.6320 -3.3315 -0.5116 1.252
C -3.0106 -0.5405 -1.0592 -1.027
Bi 1.4467 -1.8165 0.1000 1.057
C 5.1222 2.1559 -1.6024 -0.907
C -3.5186 3.1198 -0.8625 -0.579
C 2.7446 3.5996 -1.1627 -1.013
C -2.7967 2.3993 0.2157 -0.802
C -2.5046 -2.4674 0.5831 -0.213
H -1.7813 -4.1678 2.6672 0.409
H -0.2261 -2.7195 -3.1644 0.343
H -3.7017 -1.4318 2.0785 0.208
H 4.0987 2.9359 1.1045 0.469
H -1.2238 -5.3108 -1.1025 0.338
C 3.7221 1.9369 0.8476 -1.678
C 5.6989 0.8921 -2.2668 -0.886
C -2.8555 -1.3012 5.7287 -0.149
H -0.9662 -5.2766 1.4912 0.498
O -3.9522 0.0743 7.2540 -0.551
H 6.3508 0.3510 -1.5562 0.410
O 0.9851 -2.0631 2.4168 -0.921
H 5.0815 3.0174 -2.3074 0.360
C 5.6054 -1.2728 -3.9027 -1.235
H -1.6775 3.7892 -3.7435 0.384
H -4.2484 3.8437 -0.4365 0.382
C -2.9697 -0.3402 4.7121 -0.360
H 2.7818 1.7458 1.3800 0.322
C -0.2872 2.7474 0.1159 -0.252
H 5.7635 2.4486 -0.7462 0.440
H -2.3652 0.3377 -1.0269 -0.196
C -2.5413 4.0280 -1.7530 -0.859
H 6.1317 -0.5445 -4.5475 0.364
H 4.4658 1.1792 1.1254 0.402
H -4.5832 -2.2151 0.7290 0.472
H 6.3206 1.1806 -3.1323 0.447
C -1.6329 2.7238 0.7960 -0.850
C -1.9287 -2.3628 5.6381 -0.528
H -0.1745 -1.0078 -2.7393 0.169
C -0.9457 -1.2440 3.6876 0.433
H 5.0396 -1.9835 -4.5293 0.375
H -1.0274 1.0218 -0.9805 -2.559
H -3.3555 -0.6058 -2.0878 0.406
H 3.2327 4.1248 -1.9927 0.529
C -0.9170 -2.2447 4.6937 -0.637
H 3.1537 -0.1276 -4.8259 0.415
H 1.6651 3.5395 -1.3530 -0.095
C -0.8089 -1.9038 -2.7172 -1.515
```

total charge	+1
calculated total energy	-66992.329	eV
relative energy (zero: lowest compared OMol25 entry of this formula, charge and spin)	25.4	kcal/mol
highest occupied orbital energy (spin up / spin down)	-10.01 / -10.01	eV
orbital gap (spin up / spin down)	4.30 / 4.29	eV